The ion C6H5ClF3N2O2 with charge -1 in a non-equilibrium geometry, computed with wB97M-V/def2-TZVPD.

```
19
Properties=species:S:1:pos:R:3:forces:R:3:lowdin_charge:R:1
C -2.411850 1.320571 0.674158 1.922 1.386 -0.553 -0.67
C 1.101510 -0.621193 -0.192634 0.105 3.237 2.146 -0.05
C -0.071929 -1.121010 -0.921440 -0.140 -1.263 -1.190 -0.41
C 0.157810 0.368888 0.838900 2.621 -0.411 -2.326 -0.65
C 0.103909 -2.244044 -1.932102 -0.264 1.247 3.016 -0.04
C 0.894147 1.658287 1.045565 2.038 2.761 0.838 -0.65
N -1.192339 -0.510468 -0.758903 1.209 -0.739 0.093 0.14
N -1.027888 0.475193 0.169722 -1.006 0.321 0.649 -0.05
O -2.145881 2.507894 0.601982 -0.242 -0.103 0.145 0.00
O -3.304615 0.597610 0.968662 -1.241 -1.241 0.310 0.04
F 1.218013 2.400379 -0.078263 -1.372 -0.922 0.413 0.09
F 0.373192 2.472386 1.963056 -1.644 0.540 -0.538 0.11
F 2.121579 1.520360 1.604743 1.207 -1.543 -0.376 0.05
Cl 0.293172 -0.333284 2.545548 -0.743 -0.869 0.555 0.61
H 1.756580 -1.270647 0.496668 -1.027 0.806 -1.566 0.12
H 1.720142 0.134249 -0.892330 -1.083 -1.831 1.573 0.16
H 0.156952 -3.127097 -1.308029 -0.113 -0.678 -0.319 0.07
H 1.056606 -2.085839 -2.369620 0.573 -0.060 -1.239 0.06
H -0.799110 -2.142236 -2.455684 -0.798 -0.636 -1.632 0.05
```
Forces are in eV/Å.

Computed properties:
* net charge: -1
* energy relative to the best compared isomer or geometry (same formula, charge and spin): 9.0 kJ/mol
* molecular weight: 229.6 u
* Kohn-Sham gap: 7.853 eV
* SMILES string: CC1=NN(C(=O)[O-])[C@](Cl)(C(F)(F)F)C1
* maximum force: 0.076 Eh/bohr
* spin multiplicity: 1